The following is a DFT calculation (the ωB97M-V functional and the def2-TZVPD basis) of a structure of composition C32H35Cl54F8NO3P.

Calculated values
Kohn-Sham gap ... 0.28515 hartree
Total charge ... +1
HOMO level ... -11.73 eV
E_tot ... -748614.858 eV

Last column: Mulliken charge in e.
Geometry (Å):
C (9.75, 1.77, 0.77)  -1.296
C (8.78, 2.68, 1.53)  0.243
O (8.43, 3.88, 0.77)  -0.445
C (7.12, 3.90, 0.46)  -0.168
C (6.12, 4.14, 1.38)  -0.630
C (4.79, 4.11, 0.99)  1.246
C (3.69, 4.35, 1.96)  -0.950
C (2.68, 3.17, 2.06)  0.168
O (1.58, 3.47, 1.23)  -0.222
C (0.32, 3.28, 1.85)  -0.961
C (-0.69, 3.12, 0.73)  0.892
F (-0.50, 4.19, -0.08)  -0.338
F (-1.94, 3.19, 1.23)  -0.093
C (-0.46, 1.85, -0.14)  0.464
F (0.28, 0.98, 0.61)  -0.109
F (0.28, 2.14, -1.20)  -0.311
C (-1.74, 1.07, -0.53)  0.633
F (-1.34, 0.06, -1.33)  -0.376
F (-2.29, 0.50, 0.56)  -0.286
C (-2.83, 1.89, -1.29)  0.740
F (-3.21, 1.17, -2.37)  -0.273
F (-2.35, 3.06, -1.73)  -0.260
C (4.49, 3.83, -0.35)  -0.579
C (5.52, 3.64, -1.23)  -1.428
N (6.82, 3.66, -0.83)  0.773
P (8.04, 3.38, -2.08)  0.283
O (7.44, 3.46, -3.41)  -0.638
H (9.20, 0.91, 0.40)  0.364
H (10.23, 2.28, -0.06)  0.277
H (10.48, 1.36, 1.46)  0.383
H (9.22, 2.96, 2.49)  0.462
H (7.90, 2.09, 1.77)  -0.103
H (6.40, 4.34, 2.41)  0.567
H (3.11, 5.20, 1.59)  0.347
H (4.05, 4.59, 2.96)  0.448
H (2.38, 3.08, 3.11)  0.584
H (3.18, 2.24, 1.77)  -0.371
H (0.30, 2.44, 2.54)  0.492
H (0.08, 4.20, 2.39)  0.006
H (-3.72, 1.98, -0.67)  -0.255
H (3.48, 3.77, -0.71)  0.828
H (5.33, 3.42, -2.28)  0.599
H (9.06, 4.40, -2.00)  0.167
H (8.67, 2.14, -1.89)  0.097
C (4.60, 8.05, -1.76)  0.006
Cl (2.98, 8.33, -1.13)  -0.100
Cl (5.04, 6.34, -1.54)  0.057
Cl (4.71, 8.50, -3.46)  -0.107
H (5.30, 8.65, -1.20)  0.214
C (-1.82, 6.77, 2.40)  0.498
Cl (-0.15, 6.86, 3.01)  -0.145
Cl (-2.90, 6.10, 3.62)  -0.117
Cl (-2.36, 8.36, 1.88)  -0.121
H (-1.82, 6.11, 1.54)  -0.113
C (-0.69, -1.80, 2.23)  0.884
Cl (0.95, -1.13, 2.25)  -0.072
Cl (-0.69, -3.44, 1.60)  -0.105
Cl (-1.39, -1.74, 3.85)  -0.078
H (-1.29, -1.19, 1.58)  -0.612
C (-5.57, 2.22, 2.24)  -0.372
Cl (-4.71, 3.76, 2.34)  -0.052
Cl (-6.07, 1.89, 0.58)  -0.048
Cl (-4.56, 0.90, 2.84)  -0.088
H (-6.45, 2.27, 2.86)  0.444
C (-4.12, -3.65, 5.70)  0.255
Cl (-5.87, -3.47, 5.51)  -0.112
Cl (-3.45, -2.28, 6.60)  -0.128
Cl (-3.74, -5.17, 6.51)  -0.126
H (-3.67, -3.66, 4.72)  0.101
C (2.13, -5.88, 0.23)  0.266
Cl (2.08, -6.80, -1.27)  0.042
Cl (2.26, -6.97, 1.61)  -0.069
Cl (3.46, -4.72, 0.22)  -0.134
H (1.20, -5.33, 0.32)  -0.069
C (-6.65, -1.58, -1.29)  -0.069
Cl (-5.00, -1.48, -0.66)  -0.025
Cl (-7.73, -2.26, -0.08)  -0.112
Cl (-7.21, 0.01, -1.81)  -0.118
H (-6.64, -2.24, -2.15)  0.355
C (-9.30, 0.96, -5.11)  0.364
Cl (-10.34, -0.46, -4.93)  -0.124
Cl (-8.65, 1.06, -6.74)  -0.129
Cl (-10.18, 2.43, -4.69)  -0.111
H (-8.47, 0.85, -4.42)  -0.017
C (-10.10, 6.31, -5.90)  0.221
Cl (-8.99, 7.36, -5.00)  -0.132
Cl (-11.73, 6.39, -5.23)  -0.091
Cl (-10.11, 6.75, -7.61)  -0.108
H (-9.75, 5.29, -5.81)  0.109
C (2.28, -9.87, -3.79)  0.929
Cl (2.42, -8.14, -4.12)  -0.129
Cl (2.67, -10.23, -2.11)  -0.068
Cl (0.66, -10.46, -4.20)  -0.150
H (2.99, -10.39, -4.42)  -0.591
C (8.58, 7.72, -1.26)  0.033
Cl (10.18, 8.44, -1.28)  -0.105
Cl (8.65, 6.00, -1.82)  -0.028
Cl (7.87, 7.79, 0.35)  -0.113
H (7.94, 8.27, -1.94)  0.245
C (1.34, -10.52, 3.27)  -0.073
Cl (0.29, -11.94, 3.38)  -0.088
Cl (1.93, -10.31, 1.62)  -0.043
Cl (0.49, -9.08, 3.83)  -0.112
H (2.19, -10.69, 3.92)  0.312
C (4.66, -0.38, 2.73)  0.401
Cl (4.38, 0.05, 4.41)  -0.117
Cl (5.22, 1.03, 1.81)  -0.075
Cl (5.81, -1.70, 2.60)  -0.121
H (3.72, -0.71, 2.30)  -0.079
C (4.14, -11.10, -7.43)  0.000
Cl (4.27, -9.37, -7.73)  -0.105
Cl (4.55, -11.47, -5.76)  -0.157
Cl (2.52, -11.67, -7.81)  -0.100
H (4.84, -11.61, -8.08)  0.345
C (-0.64, -15.84, 3.82)  0.316
Cl (1.10, -16.12, 3.70)  -0.121
Cl (-1.48, -16.52, 2.42)  -0.118
Cl (-1.28, -16.53, 5.32)  -0.121
H (-0.82, -14.78, 3.84)  0.041
C (-12.71, 10.71, -5.32)  -0.023
Cl (-11.23, 9.77, -5.10)  -0.050
Cl (-13.34, 10.50, -6.96)  -0.121
Cl (-13.92, 10.26, -4.13)  -0.125
H (-12.47, 11.75, -5.19)  0.324
C (-1.61, -8.09, -2.28)  0.633
Cl (-1.49, -6.36, -2.63)  -0.121
Cl (-1.25, -8.40, -0.58)  -0.076
Cl (-3.22, -8.69, -2.69)  -0.137
H (-0.89, -8.61, -2.88)  -0.298
C (-5.92, 0.51, 8.26)  -0.002
Cl (-6.97, -0.89, 8.42)  -0.103
Cl (-5.31, 0.64, 6.61)  -0.050
Cl (-6.76, 1.99, 8.73)  -0.130
H (-5.07, 0.37, 8.92)  0.285